Computed, not measured: 2 unconnected molecules or ions with the total composition C5H11NO3 in a non-equilibrium geometry, with ωB97M-V with the def2-TZVPD basis set.

- HOMO level (eV) = -9.5
- SMILES string = CCC(=O)NCC=O.O
- max |F| (eV/A) = 4.8

Structure (ORCA input):
```
! wB97M-V def2-TZVPD RIJCOSX def2/J DEFGRID3
* xyz 0 1
C 0.32 1.06 -0.77
C -0.86 1.79 -1.39
C 0.69 -0.18 -1.44
N 1.00 -1.30 -0.72
C 0.85 -1.39 0.75
C -0.49 -2.10 0.85
O -1.43 -1.60 1.37
O 1.00 -0.27 -2.63
H 1.24 1.84 -0.76
H 0.14 0.84 0.32
H -1.10 2.57 -0.73
H -1.85 1.28 -1.39
H -0.79 2.13 -2.41
H 1.27 -2.28 -1.14
H 0.92 -0.37 1.15
H 1.68 -1.92 1.35
H -0.35 -3.12 0.59
H -0.89 1.75 1.99
H -0.91 0.22 2.45
O -0.43 1.05 2.55
*
```

For reference, the Mulliken charges in units of e are:
1. C 1.17
2. C -1.45
3. C 0.23
4. N -0.16
5. C -0.83
6. C 0.21
7. O -0.46
8. O -0.67
9. H 0.20
10. H -0.68
11. H 0.41
12. H 0.35
13. H 0.35
14. H 0.31
15. H 0.44
16. H 0.27
17. H 0.34
18. H 0.31
19. H 0.35
20. O -0.68

Computed, not measured: 4 unconnected molecules or ions with the total composition C24H47N5O4 in a non-equilibrium geometry, with ωB97M-V with the def2-TZVPD basis set.

- HOMO level (eV) = -8.9
- SMILES string = COCCCc1ccc2nccnc2c1.COC[C@@H](C)N.COC[C@@H](C)N.COC[C@@H](C)N
- max |F| (eV/A) = 1.8

Structure (ORCA input):
```
! wB97M-V def2-TZVPD RIJCOSX def2/J DEFGRID3
* xyz 0 1
C -2.01 -4.09 -4.60
O -0.77 -4.19 -3.89
C 0.24 -3.42 -4.53
C 1.58 -3.62 -3.78
C 1.92 -2.48 -2.78
C 0.68 -2.20 -1.93
C 0.41 -3.12 -0.85
C -0.69 -2.91 -0.10
C -1.58 -1.83 -0.35
N -2.67 -1.71 0.46
C -3.45 -0.70 0.14
C -3.16 0.19 -0.93
N -2.11 0.13 -1.71
C -1.32 -0.94 -1.39
C -0.15 -1.17 -2.17
H -2.23 -5.00 -5.16
H -1.95 -3.20 -5.24
H -2.83 -3.91 -3.88
H 0.37 -3.84 -5.54
H -0.04 -2.36 -4.61
H 2.37 -3.83 -4.51
H 1.44 -4.53 -3.18
H 2.74 -2.83 -2.13
H 2.30 -1.58 -3.27
H 1.08 -3.96 -0.68
H -0.90 -3.61 0.71
H -4.35 -0.54 0.73
H -3.88 1.00 -1.11
H 0.09 -0.51 -3.01
C -3.04 5.03 -0.24
C -4.16 4.56 -1.16
C -5.28 5.61 -1.35
O -6.18 5.72 -0.27
C -5.73 6.54 0.80
N -4.69 3.29 -0.66
H -3.34 5.01 0.81
H -2.18 4.38 -0.33
H -2.73 6.05 -0.48
H -3.72 4.38 -2.14
H -5.89 5.29 -2.20
H -4.86 6.59 -1.62
H -5.14 7.39 0.43
H -5.15 5.96 1.52
H -6.61 6.92 1.31
H -5.37 2.93 -1.32
H -5.25 3.50 0.17
C 0.68 0.44 4.51
C -0.29 -0.53 3.84
C -0.37 -1.89 4.54
O 0.73 -2.75 4.28
C 1.87 -2.52 5.09
N 0.08 -0.66 2.43
H 1.72 0.20 4.31
H 0.51 1.46 4.14
H 0.53 0.45 5.59
H -1.29 -0.08 3.89
H -1.25 -2.42 4.14
H -0.53 -1.78 5.62
H 1.59 -2.21 6.10
H 2.52 -1.78 4.63
H 2.42 -3.46 5.15
H -0.62 -1.23 1.96
H 0.92 -1.23 2.39
C 6.04 -0.10 1.62
C 6.34 0.34 0.19
C 5.17 1.06 -0.49
O 4.13 0.20 -0.94
C 3.20 -0.17 0.06
N 6.79 -0.82 -0.58
H 5.39 -0.98 1.65
H 6.96 -0.36 2.14
H 5.56 0.70 2.18
H 7.17 1.05 0.24
H 5.55 1.55 -1.40
H 4.76 1.86 0.14
H 3.02 0.64 0.77
H 3.53 -1.07 0.58
H 2.26 -0.40 -0.45
H 7.08 -0.52 -1.50
H 5.97 -1.40 -0.77
*
```

For reference, the Mulliken charges in units of e are:
1. C -0.76
2. O -0.33
3. C -0.45
4. C -0.78
5. C -1.62
6. C 0.78
7. C -0.47
8. C -0.70
9. C 0.17
10. N -0.57
11. C -0.45
12. C 0.07
13. N -0.61
14. C 0.41
15. C 0.07
16. H 0.24
17. H 0.36
18. H 0.23
19. H 0.46
20. H 0.34
21. H 0.49
22. H 0.32
23. H 0.34
24. H 0.41
25. H 0.53
26. H 0.38
27. H 0.41
28. H 0.19
29. H 0.53
30. C -1.48
31. C 0.27
32. C -0.70
33. O -0.38
34. C -0.64
35. N -0.54
36. H 0.31
37. H 0.35
38. H 0.35
39. H 0.36
40. H 0.34
41. H 0.44
42. H 0.30
43. H 0.22
44. H 0.26
45. H 0.29
46. H 0.24
47. C -1.53
48. C 0.33
49. C -0.74
50. O -0.36
51. C -0.62
52. N -0.42
53. H 0.23
54. H 0.38
55. H 0.38
56. H 0.44
57. H 0.35
58. H 0.47
59. H 0.31
60. H 0.18
61. H 0.26
62. H 0.06
63. H 0.28
64. C -1.40
65. C 0.36
66. C -0.76
67. O -0.34
68. C -0.51
69. N -0.74
70. H 0.27
71. H 0.36
72. H 0.35
73. H 0.43
74. H 0.34
75. H 0.39
76. H 0.43
77. H 0.19
78. H 0.06
79. H 0.28
80. H 0.30